#w
# C9H19N

A cluster of 3 separate species, C9H19N in total (wB97M-V/def2-TZVPD, the Open Molecules 2025 dataset).

Cartesian coordinates (Å):
N: 2.5070 2.2717 0.0330
C: -0.6828 -2.5155 -1.5958
C: 0.6823 2.8489 -1.4002
C: 0.9509 0.0130 1.6914
C: 1.2167 2.0962 -0.4360
C: -1.2162 1.0719 0.8943
C: -0.4890 -1.9611 -0.2028
C: 0.3082 -0.0910 -0.7342
C: 0.1043 0.4538 0.5317
C: -1.7198 -2.1042 0.6580
H: 0.2212 -2.4355 -2.2016
H: -1.8653 1.1849 0.0280
H: 0.3924 -2.3836 0.2798
H: -1.0319 2.0629 1.3128
H: 1.1796 3.7348 -1.7981
H: -0.2835 2.6196 -1.8299
H: -1.5452 -1.8194 1.6967
H: 1.8959 -0.4117 1.3572
H: 2.6501 2.1475 1.0231
H: 1.1570 0.8675 2.3379
H: -2.0572 -3.1503 0.6913
H: 3.0272 3.0685 -0.3276
H: -0.3758 0.1817 -1.5263
H: -1.4857 -1.9893 -2.1204
H: 1.2993 -0.4287 -1.0053
H: 0.4185 -0.7220 2.2976
H: -2.5552 -1.5222 0.2605
H: -0.9655 -3.5769 -1.5682
H: -1.7375 0.4884 1.6528



#x
# C9H19N

A structure of composition C9H19N (wB97M-V/def2-TZVPD, the Open Molecules 2025 dataset).

Cartesian coordinates (Å):
N: -0.7046 -0.0242 -1.9721
C: -0.8537 -1.0568 1.1559
C: 1.2165 -1.2470 -1.2157
C: -0.1737 -1.1959 -1.5029
C: -1.0321 -2.4099 -1.6373
C: 1.0589 0.7645 2.1312
C: -0.1221 0.6899 1.2046
C: -1.3250 1.5884 1.2052
C: 1.1433 0.9543 0.6518
C: 1.6516 2.1377 -0.1141
H: 1.4147 -0.2383 -0.2674
H: 1.7742 3.0063 0.5369
H: -2.0591 -2.2150 -1.3266
H: -1.0647 -2.7150 -2.6859
H: -1.7241 1.7035 0.1963
H: -1.0592 2.5763 1.5884
H: -2.1229 1.1862 1.8270
H: 1.1373 1.6361 2.7825
H: 1.8541 -0.7581 -1.9522
H: -0.2079 0.8144 -1.7113
H: -1.1080 -0.9653 2.2093
H: 0.9752 2.4239 -0.9270
H: 1.5959 -2.2362 -0.9897
H: 2.6210 1.9319 -0.5817
H: 1.4311 -0.1445 2.5980
H: -0.6542 -3.2301 -1.0291
H: -1.7054 0.0809 -1.8979
H: -0.1692 -1.8992 1.1137
H: -1.7881 -1.1587 0.6099



Relative energy of each structure, in hartree: #w 0.0000; #x 0.0090.



#w
# C4H13N2OS

A cluster of 2 separate species, C4H13N2OS in total (wB97M-V/def2-TZVPD, the Open Molecules 2025 dataset).

Total charge ... -1

Cartesian coordinates (Å):
S: 0.9846 -1.5830 -0.8486
O: -1.5590 0.0272 -2.2306
N: -1.7809 -0.7526 0.5666
N: 0.0053 0.5868 1.9615
C: 1.5500 1.2894 0.1926
C: 0.3136 1.6128 0.9873
C: 1.3217 0.2891 -1.0314
C: -1.4628 0.1202 1.8210
H: 2.0988 2.1548 -0.0279
H: -2.2424 -0.1491 -0.0701
H: -1.0881 -1.3428 0.2931
H: -2.1718 0.9572 1.7785
H: 0.4963 2.5709 1.7932
H: 2.1984 0.8276 0.8876
H: -0.4709 1.9327 0.2225
H: -0.6834 0.2686 -1.9590
H: 0.5844 -0.3080 1.8379
H: -1.3392 -0.9564 -2.2581
H: -1.6183 -0.4941 2.6763
H: 2.4084 0.2640 -1.5154
H: 0.6416 0.6763 -1.7491



#x
# C4H13N2OS

A cluster of 2 separate species, C4H13N2OS in total (wB97M-V/def2-TZVPD, the Open Molecules 2025 dataset).

Total charge ... -1

Cartesian coordinates (Å):
S: -0.0500 2.3857 -0.4760
O: 1.6060 1.2590 3.0816
N: 1.3001 -0.9177 1.0959
N: -1.1027 -0.9841 0.3789
C: -0.4219 1.5279 -2.0729
C: -0.0252 -1.5098 1.1949
C: -1.2350 0.2483 -1.8736
C: -0.6142 -0.9779 -1.0434
H: -1.2617 0.0721 0.5310
H: 0.4938 -1.0706 -1.0119
H: -1.1378 -1.8039 -1.6185
H: -1.0170 2.2229 -2.6671
H: 1.5122 1.2980 2.0467
H: 1.1013 0.0069 1.0037
H: 0.1871 -2.6511 0.8652
H: -1.6103 -0.1040 -2.8478
H: 0.5395 1.3099 -2.4396
H: 1.9026 -1.2408 1.8548
H: -2.1494 0.6369 -1.2850
H: -0.4097 -1.5128 2.2325
H: 2.3920 1.8049 3.0506



#y
# C4H13N2OS

A cluster of 2 separate species, C4H13N2OS in total (wB97M-V/def2-TZVPD, the Open Molecules 2025 dataset).

Total charge ... -1

Cartesian coordinates (Å):
S: -2.3976 -0.2264 -0.9343
O: -1.0161 -3.1195 1.5348
N: 0.0522 2.4274 0.0533
N: 2.3349 0.6666 0.4661
C: 2.5758 -0.6866 0.9932
C: 1.6276 0.7176 -0.8247
C: -0.7946 0.0308 -0.0724
C: 0.0664 1.1338 -0.7448
H: -1.0043 0.2539 0.9438
H: 1.5849 -0.2987 -1.2370
H: -0.2914 -2.9778 0.9258
H: -0.2952 3.0960 -0.6519
H: 2.1288 1.2603 -1.5859
H: -1.6453 -2.4915 1.2217
H: 2.8162 -1.3334 0.1488
H: -0.3018 -1.0209 -0.0778
H: 1.5802 -0.9954 1.4290
H: 1.8768 1.2536 1.1322
H: 3.4202 -0.7172 1.6313
H: -0.6520 2.5079 0.7862
H: -0.2873 1.2098 -1.7402



Relative energy of each structure, in hartree: #w 0.0344; #x 0.0198; #y 0.0000.



#w
# C27H33F6GeMoNO11PS4

A structure of composition C27H33F6GeMoNO11PS4 (wB97M-V/def2-TZVPD, the Open Molecules 2025 dataset).

Multiplicity ... 4

Cartesian coordinates (Å):
Mo: -0.6466 0.8711 -0.5188
Ge: -0.0303 -2.6768 0.5922
S: -2.8555 -0.0680 -2.7999
S: -0.3113 0.5334 -3.7856
S: -1.8843 1.2369 1.5554
S: -0.6093 -0.1514 2.2870
P: 0.2665 3.3572 -0.4848
F: -3.6429 2.3353 -2.1510
F: 1.3605 -1.2884 -4.6121
F: -0.2876 -0.9023 -5.9637
F: -4.6540 1.4914 -3.8716
F: -0.6242 -2.0319 -4.1486
F: -5.1151 0.7704 -1.8801
O: -0.1114 -0.7672 0.8502
O: 0.9467 2.0937 0.0717
O: -2.3196 -0.1625 -1.4325
O: -0.4330 4.2283 0.5966
O: 0.2489 0.2425 -2.4536
O: 0.2916 1.5794 -4.5329
O: -1.2634 -1.2266 2.9695
O: 1.2510 4.3547 -1.1574
O: 0.5312 0.4533 2.9012
O: -0.8344 2.7751 -1.3918
O: -3.4907 -1.2442 -3.2842
N: -1.8659 0.6236 -3.7988
C: 3.2761 5.2307 -1.9777
C: 1.8362 -6.5072 3.8880
C: 0.9260 -2.7032 -1.0886
C: 2.6953 -4.2100 4.1565
C: 0.2435 -6.9893 2.1574
C: -0.9630 4.9679 2.7708
C: 2.7293 -2.9080 3.7592
C: 1.4315 4.5467 -3.5404
C: 1.3325 4.0824 2.3100
C: 2.1988 4.2038 -2.2771
C: 1.0482 -7.4101 3.2369
C: -1.8640 -3.2478 0.4540
C: -4.5038 -4.0823 0.1746
C: 1.0623 -3.3323 2.0525
C: -3.9325 -3.9953 1.4386
C: -2.4427 -3.3510 -0.8088
C: 2.7759 2.8013 -2.3164
C: 1.0371 -4.7116 2.4291
C: -2.6194 -3.5786 1.5801
C: 0.2397 -5.6811 1.7669
C: 1.8585 -5.1452 3.4994
C: 0.1711 4.8963 1.7651
C: -3.7612 -3.7612 -0.9508
C: 0.6068 6.2787 1.3119
C: 0.0618 -1.0260 -4.6939
C: 1.9095 -2.4697 2.6968
C: -4.1549 1.2328 -2.6719
H: -0.3765 -7.7079 1.6372
H: -0.6292 5.4961 3.6649
H: 0.9800 6.8418 2.1682
H: 4.0105 5.2383 -2.7835
H: 3.5185 2.7555 -3.1140
H: 1.3982 6.2112 0.5660
H: 2.1524 4.0248 1.5916
H: 1.0345 5.5601 -3.4748
H: -2.1826 -3.5005 2.5670
H: 3.3133 -4.5537 4.9775
H: 3.3729 -2.1960 4.2588
H: 1.9492 -1.4232 2.4235
H: 1.0399 -8.4483 3.5417
H: 2.0966 4.4864 -4.4029
H: -4.2023 -3.8146 -1.9370
H: 1.0192 3.0701 2.5657
H: 3.7860 4.9907 -1.0439
H: -0.2369 6.8184 0.8812
H: -1.8129 5.5016 2.3452
H: -1.8756 -3.1068 -1.6994
H: -5.5336 -4.3997 0.0695
H: 3.2569 2.5490 -1.3716
H: 2.0102 2.0582 -2.5291
H: 0.3354 -2.3078 -1.9090
H: 0.6100 3.8498 -3.6949
H: 1.8454 -2.1255 -0.9990
H: 2.8397 6.2263 -1.8959
H: -4.5148 -4.2472 2.3154
H: 1.7073 4.5737 3.2089
H: 1.1854 -3.7395 -1.3126
H: -0.3957 -5.3847 0.9414
H: -1.2814 3.9643 3.0506
H: 2.4642 -6.8188 4.7142



#x
# C27H33F6GeMoNO11PS4

A structure of composition C27H33F6GeMoNO11PS4 (wB97M-V/def2-TZVPD, the Open Molecules 2025 dataset).

Multiplicity ... 4

Cartesian coordinates (Å):
Mo: -2.3490 0.5135 -0.1591
Ge: -1.6117 -2.3446 -0.2314
S: -1.8800 3.1304 0.6973
S: -4.5402 -0.9145 -1.5146
S: -3.8597 -1.2372 0.5375
S: -4.5391 2.9155 0.7856
P: 0.8302 1.2581 0.0189
F: -0.1417 5.0677 0.1240
F: -6.2610 1.6215 2.2542
F: -5.4972 3.4256 3.1725
F: -4.2548 1.6530 3.0721
F: -1.6808 5.6342 1.4922
F: -0.0680 4.4157 2.1993
O: -3.2480 -0.1821 -1.8883
O: -1.9370 2.8032 -0.7250
O: -4.5966 -2.1872 -2.1647
O: -5.5842 3.6701 0.2007
O: -5.6814 -0.0699 -1.5252
O: 0.4948 2.6660 0.3588
O: -0.3557 0.4639 -0.5729
O: -1.7208 1.8753 1.4891
O: 1.3165 0.3742 1.2259
O: -4.2126 1.6424 0.1307
O: 2.0283 1.1737 -1.0021
N: -3.2575 3.7426 1.1558
C: -0.5791 -2.5622 -4.2440
C: -1.2140 -2.4164 -2.9943
C: -1.2825 -1.6951 2.6582
C: 2.9789 -2.4874 -3.2046
C: -0.4944 -2.2342 -1.8364
C: 2.7439 -0.4907 2.8773
C: 2.7115 3.2392 -2.0178
C: -5.1808 2.3684 2.4350
C: 2.0946 1.8767 -2.2970
C: 0.0778 -3.0028 4.1491
C: 1.5654 -2.4183 -3.1410
C: 3.0082 1.0090 -3.1409
C: 1.7484 -2.0053 -0.7552
C: 0.7204 2.0028 -2.9333
C: 2.1405 0.8052 2.3652
C: -0.8325 4.6784 1.1650
C: 3.1104 -2.0668 -0.8485
C: 0.9307 -2.1936 -1.8926
C: 3.2202 1.7721 1.9066
C: -0.8724 -2.4610 1.5762
C: 0.0364 -3.4986 1.7999
C: -0.8146 -1.9629 3.9381
C: 3.7384 -2.3241 -2.0823
C: 0.5074 -3.7686 3.0751
C: 0.7828 -2.5772 -4.3104
C: -2.6272 -3.9969 -0.5037
C: 1.2108 1.4306 3.3910
H: 2.0832 3.8038 -1.3302
H: 3.8120 2.0838 2.7690
H: -1.8957 -4.7544 -0.8007
H: 1.7429 1.5839 4.3318
H: -1.9798 -0.8719 2.5344
H: 2.7838 2.6618 1.4547
H: 3.4417 -2.6732 -4.1665
H: 1.2939 -1.7936 0.2006
H: 0.8400 2.3887 3.0389
H: 1.2064 -4.5803 3.2302
H: 1.2915 -2.7221 -5.2562
H: -3.0900 -4.2876 0.4380
H: 0.0433 2.5922 -2.3176
H: 0.3649 0.7688 3.5743
H: 3.7012 3.1183 -1.5760
H: 1.9577 -1.2213 3.0642
H: -1.1812 -2.6857 -5.1340
H: 0.2822 1.0199 -3.1102
H: 4.8179 -2.3794 -2.1370
H: 3.9527 0.8393 -2.6235
H: 2.5429 0.0460 -3.3438
H: 0.8290 2.5083 -3.8946
H: 3.2149 1.5068 -4.0896
H: 0.4416 -3.2146 5.1463
H: 2.8123 3.8040 -2.9458
H: 3.4407 -0.8992 2.1453
H: 3.8837 1.2933 1.1862
H: -2.2974 -2.4549 -2.9703
H: -3.3875 -3.9186 -1.2726
H: 3.7135 -1.9110 0.0369
H: 0.3841 -4.1136 0.9757
H: -1.1526 -1.3553 4.7677
H: 3.2841 -0.3138 3.8083



Relative energy of each structure, in hartree: #w 0.0000; #x 0.1040.



#w
# C6H12O4

A structure of composition C6H12O4 (wB97M-V/def2-TZVPD, the Open Molecules 2025 dataset).

Cartesian coordinates (Å):
O: 1.5174 1.4608 -0.7092
O: -0.0193 2.5032 1.0212
O: 0.3931 1.1505 1.3316
O: -0.8861 -1.2276 1.4981
C: -0.5977 -0.4640 -1.0138
C: 2.1295 -0.4416 0.6961
C: -2.2998 0.6230 0.8323
C: 1.2567 0.6454 0.1489
C: -1.1031 -0.2753 0.8100
C: 0.3546 -1.4635 -1.6568
H: 2.7905 -0.7957 -0.0936
H: -3.1923 0.0165 0.6784
H: 0.5590 -2.3096 -0.9960
H: 2.7225 -0.0151 1.5074
H: 0.4615 2.6288 0.1672
H: 1.2839 -0.9884 -1.9762
H: -2.2223 1.4110 0.0887
H: 1.5407 -1.2652 1.0933
H: -2.3400 1.0847 1.8210
H: -0.0847 -1.8647 -2.5755
H: -1.5932 -0.9023 -1.1369
H: -0.6709 0.4891 -1.5362



#x
# C6H12O4

A structure of composition C6H12O4 (wB97M-V/def2-TZVPD, the Open Molecules 2025 dataset).

Cartesian coordinates (Å):
O: -0.1737 1.0446 -2.7075
O: -0.1763 -1.2773 0.7678
O: -2.3239 -0.5823 1.3843
O: 0.9172 1.8988 -0.3020
C: 0.8885 0.5561 -0.4233
C: -1.5616 0.1235 -0.7726
C: -0.1476 0.1133 -1.4551
C: 0.6610 -0.0801 0.9145
C: -1.5191 -0.8572 0.2814
C: 1.9462 -0.5739 1.5633
H: -2.0153 0.3938 1.8908
H: 0.2160 0.7861 1.5551
H: -2.3228 -0.2075 -1.3653
H: 1.8528 2.4142 0.0160
H: 2.5513 0.0478 1.4584
H: 2.0918 0.2796 -0.8583
H: 2.1710 -1.4397 0.8478
H: 1.9395 -1.1980 2.5083
H: -0.2180 -1.1041 -1.6139
H: -1.3590 1.1466 -0.3363
H: -2.3293 -1.9199 0.0142
H: -1.0884 0.4358 -3.3676



Relative energy of each structure, in hartree: #w 0.0000; #x 0.1205.



#w
# C6H12O4

A cluster of 4 separate species, C6H12O4 in total (wB97M-V/def2-TZVPD, the Open Molecules 2025 dataset).

SMILES string ... Oc1ccccc1.O.O.O

Cartesian coordinates (Å):
O: 2.3719 -1.7414 -0.6163
O: 1.2465 1.6519 -2.9466
O: 2.7201 1.7998 -0.4680
O: -1.5350 0.6081 -1.2484
C: -1.3346 -1.1394 2.4431
C: -0.9925 -1.3852 0.0875
C: -1.0260 0.0528 -0.1086
C: -1.3892 0.2435 2.3039
C: -1.1199 -1.9676 1.3844
C: -1.0725 0.8405 1.0524
H: 1.5654 -1.3611 -0.9129
H: -1.5950 1.6229 -1.3706
H: 2.0813 1.0815 -0.3650
H: 1.5623 0.7465 -3.3703
H: -1.2550 -2.9729 1.7044
H: -1.5332 0.9260 3.1017
H: 0.3514 1.9692 -3.1714
H: 2.6905 -0.9995 -0.2997
H: -1.3555 1.9018 1.0153
H: -1.0196 -1.9496 -0.8609
H: 3.0006 2.0869 0.3220
H: -1.3123 -1.4667 3.4646



#x
# C6H12O4

The molecule C6H12O4 (wB97M-V/def2-TZVPD, the Open Molecules 2025 dataset).

SMILES string ... CO[C@@H]1CC[C@H](CO)OO1

Cartesian coordinates (Å):
O: -1.1657 -0.3717 2.2225
O: -0.1335 1.7661 -0.2130
O: 2.4644 2.0780 -1.2945
O: -0.1470 0.9836 0.9075
C: -0.3431 -1.6184 2.0699
C: 0.4073 0.8715 -1.1460
C: -0.2671 -0.4393 -1.1097
C: -1.6283 -0.4781 -0.2261
C: -1.3281 0.2757 1.1033
C: 1.8681 0.7892 -1.1755
H: -0.0389 1.5734 -1.9635
H: 2.2726 0.3693 -0.2183
H: 0.3904 -1.2440 -0.6341
H: -0.4836 -0.6855 -2.1964
H: -2.3220 0.0481 -0.7730
H: -1.1393 -2.3416 1.4503
H: -2.1775 0.9169 1.4381
H: -0.2222 -1.9053 3.1092
H: 2.2500 0.2375 -2.0881
H: -1.9335 -1.6054 -0.2167
H: 0.6095 -1.4349 1.2528
H: 3.0674 2.2149 -0.2989



#y
# C6H12O4

A cluster of 2 separate species, C6H12O4 in total (wB97M-V/def2-TZVPD, the Open Molecules 2025 dataset).

SMILES string ... C1COCO1.C1COCO1

Cartesian coordinates (Å):
O: -1.2785 0.2159 -1.5284
O: -1.2964 -1.8885 -0.6029
O: 0.7883 0.9051 1.6073
O: 2.2936 -0.3866 0.4448
C: 2.5905 0.9879 0.2037
C: -2.0923 0.2400 -0.3568
C: -0.6552 -1.0564 -1.5538
C: 1.2985 -0.4079 1.4534
C: 1.2619 1.6526 0.4882
C: -2.4930 -1.2122 -0.2206
H: 1.7033 -0.7416 2.4282
H: 1.3219 2.7196 0.7769
H: 2.9558 1.0924 -0.8361
H: 0.5685 1.5751 -0.3713
H: -2.7661 -1.5309 0.8037
H: -2.9291 0.9454 -0.5234
H: 3.3882 1.3528 0.8789
H: 0.5115 -1.1258 1.1523
H: 0.4199 -0.9965 -1.2968
H: -0.7336 -1.4631 -2.5804
H: -1.5224 0.5957 0.5230
H: -3.3352 -1.4731 -0.8901



#z
# C6H12O4

A cluster of 2 separate species, C6H12O4 in total (wB97M-V/def2-TZVPD, the Open Molecules 2025 dataset).

SMILES string ... CC(C)[C@@H](O)C=O.O=CO

Cartesian coordinates (Å):
O: -1.1693 -0.7553 -0.3061
O: -0.9200 -0.4309 3.1684
O: 1.8564 0.0164 1.6011
O: -1.0933 -2.1991 1.7527
C: -0.4317 -1.5333 2.5689
C: -0.2847 0.1580 0.1149
C: 1.0454 -0.0151 -2.0357
C: -0.6251 1.8450 -1.6683
C: 0.4119 0.9231 -1.0092
C: 1.0420 -0.6548 1.0340
H: -0.6649 0.8287 0.8994
H: 1.8697 -0.5819 -1.6044
H: 0.3029 -0.7138 -2.4195
H: -1.0582 2.5370 -0.9463
H: -0.1519 2.4258 -2.4578
H: 1.3046 -1.6145 0.5359
H: 1.1855 1.5410 -0.5450
H: 1.4295 0.5634 -2.8757
H: -1.2858 -1.4804 0.4439
H: -1.4276 1.2546 -2.1062
H: 0.3950 -1.9649 3.1442
H: -1.7307 -0.1491 2.7108



Relative energy of each structure, in hartree: #w 0.0246; #x 0.1838; #y 0.0000; #z 0.0026.